No. 1
13
Properties=species:S:1:pos:R:3:lowdin_charge:R:1 method="wB97M-V/def2-TZVPD" multiplicity=1 smiles="CC1=NCCO1" gap_ev=10.75 lumo_energy_ev=1.1
N 0.047 1.194 -0.155 0.11
H -1.713 0.998 -1.374 0.12
O -0.116 -1.045 -0.414 -0.03
C 0.644 0.070 -0.175 -0.46
C -1.365 -0.587 0.114 -0.17
H 2.639 -0.415 -0.718 0.09
H -2.176 -1.253 -0.180 0.13
H -2.001 1.493 0.312 0.11
C -1.383 0.865 -0.334 -0.18
H 2.478 0.606 0.745 0.09
H -1.182 -0.563 1.198 0.13
C 2.055 -0.227 0.183 0.00
H 2.072 -1.134 0.799 0.09

---

No. 2
24
Properties=species:S:1:pos:R:3:lowdin_charge:R:1 method="wB97M-V/def2-TZVPD" multiplicity=1 smiles="C[C@@H](F)[C@H]1CCNC1=O.ClC(Cl)(Cl)Cl" gap_ev=9.69 lumo_energy_ev=0.1
Cl 0.688 -2.003 -1.954 0.55
H -3.177 1.466 1.014 0.12
H -1.879 -0.629 -0.367 0.12
C -2.264 -0.183 1.695 -0.18
C -0.159 0.440 0.321 -0.17
N -2.244 1.306 1.432 0.03
H 0.134 0.539 -0.782 0.10
C -1.200 1.685 0.454 -0.37
H 0.763 0.120 2.366 0.15
C 0.993 0.660 1.396 -0.28
H -2.053 -0.406 2.789 0.11
Cl 1.103 0.316 -3.644 0.53
H 3.254 0.934 1.271 0.09
Cl 2.793 -2.021 -3.948 0.52
Cl 0.015 -2.124 -4.772 0.52
C -1.248 -0.727 0.588 -0.15
F 1.061 2.066 1.670 -0.06
H 2.708 -0.797 1.409 0.08
H -0.883 -1.798 0.630 0.10
O -1.215 2.766 -0.143 0.06
C 1.150 -1.458 -3.581 -2.02
H -3.340 -0.458 1.435 0.12
C 2.442 0.200 0.925 -0.05
H 2.559 0.105 -0.203 0.07

---

No. 3
65
Properties=species:S:1:pos:R:3:lowdin_charge:R:1 method="wB97M-V/def2-TZVPD" multiplicity=3 total_charge=+2 s2=2.026 gap_ev="6.41 / 2.53" lumo_energy_ev="-8.0 / -11.9"
C -0.055 4.994 0.509 -0.31
C -0.541 -7.312 -1.931 0.00
O -3.432 4.157 2.229 -0.20
H -2.234 0.915 -1.658 0.06
C 2.310 0.646 -1.502 -0.62
H 0.305 1.270 -1.083 0.09
C -0.577 -1.571 -2.990 -0.22
H 1.038 5.838 -1.144 0.08
O -0.314 -5.022 -1.213 -0.02
H 0.348 -7.407 -1.308 0.09
H -1.878 -6.113 -0.671 0.16
H -0.950 -1.937 -5.123 0.09
H -1.741 0.315 -0.122 0.06
H 4.725 0.660 1.187 -0.01
O 2.108 0.765 -2.716 0.12
H 0.209 -2.009 1.563 0.13
C -3.192 2.023 -0.076 -0.26
H 0.742 5.215 1.219 0.12
O -0.810 -2.976 -2.684 -0.13
H -3.775 1.767 0.809 0.12
C 1.145 0.864 -0.519 0.07
C 0.582 -2.823 0.941 -0.29
H -1.249 -8.078 -1.617 0.09
C -2.601 0.729 -0.649 -0.07
C -1.341 -1.329 -4.308 -0.04
H -0.459 4.442 4.032 0.12
C 0.054 2.338 4.625 -0.05
C -0.831 3.425 3.901 -0.25
H -0.330 -7.379 -2.999 0.10
H -0.818 5.668 -1.272 0.08
O -1.321 5.090 1.128 -0.16
H 0.311 2.597 5.652 0.08
C 0.058 5.920 -0.675 -0.06
H -1.793 3.421 4.415 0.11
H 0.807 -0.116 -0.182 0.07
Ag 4.285 0.423 -3.319 1.00
H 0.991 2.275 4.072 0.03
O -2.211 -3.483 -0.473 -0.03
H 0.176 -3.753 1.341 0.13
Cl 5.699 -0.889 2.664 0.51
H 2.442 -1.870 0.880 0.04
O 0.292 -2.619 -0.409 -0.17
H -3.380 -0.029 -0.733 0.08
O -2.149 2.913 0.230 -0.20
H 0.506 -1.565 -3.114 0.12
O 3.477 0.381 -1.147 0.12
H -1.208 -0.290 -4.612 0.09
H 2.288 -2.790 2.277 0.10
H -0.508 1.404 4.602 0.07
O -1.048 3.075 2.541 -0.21
C 2.061 -2.835 1.212 -0.06
Cl 3.093 0.360 2.963 0.52
H -0.879 -0.854 -2.226 0.09
C -1.255 -5.974 -1.554 -0.24
H -2.414 -1.518 -4.283 0.09
H -3.911 2.535 -0.716 0.13
H 0.187 3.980 0.188 0.09
Cl 5.423 1.983 3.032 0.57
P -2.142 3.803 1.614 0.47
H 2.602 -3.532 0.571 0.09
H -1.947 -5.753 -2.367 0.15
H -0.173 6.955 -0.424 0.09
H 1.350 1.574 0.283 0.10
C 4.721 0.572 2.273 -1.52
P -0.865 -3.466 -1.132 0.59

---

No. 4
100
Properties=species:S:1:pos:R:3:lowdin_charge:R:1 method="wB97M-V/def2-TZVPD" multiplicity=6 total_charge=+1 s2=9.093 gap_ev="7.25 / 8.68" lumo_energy_ev="-3.3 / -1.9"
H -0.279 -5.308 2.740 0.15
H 2.982 1.333 1.851 0.08
C -3.557 2.440 2.716 -0.08
C -4.651 0.868 -1.160 -0.05
C -0.166 -4.387 2.139 -0.41
H 4.322 1.279 -1.496 0.12
O 0.980 -4.062 1.650 -0.19
H 4.413 -3.508 1.778 0.08
H 0.427 2.050 4.293 0.09
H -4.321 -1.463 2.482 0.09
H 3.268 2.263 0.368 0.09
H 1.721 1.987 -3.645 0.14
H 0.310 3.317 3.077 0.09
H 2.306 3.459 -1.719 0.09
H -3.971 2.256 -2.686 0.11
H 0.462 -0.179 -0.504 0.01
H 5.289 -0.718 -2.648 0.11
H -0.125 -4.379 -2.237 0.07
H 4.576 -4.276 0.183 0.09
C 1.326 1.817 -2.635 -0.20
C 0.133 -3.696 -1.398 -0.21
C 4.631 -2.090 -1.120 -0.04
C 4.190 0.278 -1.081 -0.06
C 1.338 -1.690 -3.300 -0.13
Si -0.171 -2.029 -2.223 0.43
N 2.218 -1.321 1.611 -0.04
H 3.835 -0.959 4.497 0.09
H -2.434 -2.851 -2.787 0.05
C 4.741 -0.835 -1.716 -0.07
O -1.201 -3.646 1.920 -0.19
H 1.662 -2.657 -3.714 0.05
H -1.422 0.570 -4.031 0.10
H 2.969 -4.043 0.909 0.05
C -1.550 0.500 2.625 -0.22
H -0.210 -1.244 5.858 0.09
C 0.075 -0.836 3.780 -0.34
H -1.720 -0.950 5.001 0.09
C -3.696 1.269 -2.273 -0.23
H 0.936 2.909 -0.802 0.06
H -1.628 4.088 -2.110 0.06
C -2.041 2.377 -0.864 -0.22
H 0.693 3.843 -2.304 0.08
C -1.214 1.841 2.906 -0.22
H 5.122 -2.959 -1.559 0.12
C 3.461 0.140 0.096 -0.22
H 0.921 1.711 2.627 0.05
H -0.210 3.380 -4.394 0.09
H 1.750 1.376 0.570 0.06
H -2.152 -1.260 -3.584 0.01
C -2.224 2.796 2.932 -0.05
H -0.551 -3.995 -0.567 0.03
H -0.985 2.207 -0.606 0.10
H -1.972 3.836 3.140 0.12
H -3.231 -1.566 1.111 0.08
C -2.897 0.128 2.430 -0.23
N -0.528 -0.494 2.617 -0.06
C 3.937 -2.256 0.075 -0.21
H 4.337 -0.159 3.019 0.10
H -1.915 2.951 -3.914 0.07
H 1.198 -3.870 -1.153 0.05
H -2.250 4.436 -0.478 0.09
C 1.396 -1.295 3.874 -0.04
H -1.346 -0.615 -0.334 0.01
H -4.346 3.197 2.737 0.11
H -1.290 2.591 -5.573 0.10
C -0.437 -0.655 -0.951 -0.33
H -2.673 -2.018 2.757 0.06
H 4.465 -1.929 3.153 0.08
H -4.281 0.043 -0.531 0.07
H -0.786 0.536 -1.845 0.20
H 1.717 -1.591 4.872 0.11
H -1.371 -2.739 -4.218 0.05
H 2.176 -1.279 -2.722 0.02
H -5.586 0.557 -1.639 0.09
C 1.296 3.069 -1.820 -0.06
C 2.837 1.330 0.761 -0.04
H -3.703 0.544 -3.096 0.12
C 2.437 -1.216 2.924 -0.32
H -2.623 2.102 0.038 0.10
H 0.176 0.852 -4.732 0.12
C -1.030 2.653 -4.501 -0.04
C 0.184 2.240 3.239 -0.03
O -0.023 1.284 -2.723 -0.28
O -2.302 1.352 -1.874 -0.28
C -3.276 -1.300 2.185 -0.05
C 3.235 -1.153 0.617 -0.21
C -0.588 1.282 -4.065 -0.22
H -3.381 3.808 -1.737 0.08
Dy 0.113 -2.023 0.928 1.61
C -0.674 -0.632 5.075 0.00
C 3.960 -3.582 0.775 -0.03
H -4.878 1.718 -0.500 0.08
C -1.698 -2.218 -3.302 -0.15
H -0.645 0.424 5.388 0.09
H -4.934 0.812 2.319 0.12
C -2.354 3.779 -1.348 -0.04
C -3.888 1.109 2.475 -0.06
C 3.849 -1.060 3.410 0.01
H 1.101 -1.028 -4.146 0.03
H 1.919 1.030 -2.162 0.09

---

No. 5
78
Properties=species:S:1:pos:R:3:lowdin_charge:R:1 method="wB97M-V/def2-TZVPD" multiplicity=3 total_charge=+3 s2=2.108 gap_ev="5.05 / 6.28" lumo_energy_ev="-11.4 / -10.2"
H 2.192 0.616 -0.165 0.11
H -0.374 -0.994 -1.610 0.07
H -1.074 -4.763 2.650 0.14
H -0.311 -5.322 0.620 0.13
H -0.113 -4.320 -2.521 0.12
C 0.022 3.559 0.758 -0.24
N 0.512 -2.936 1.655 -0.02
C -3.163 0.385 1.273 -0.44
H 0.713 -2.876 -1.988 0.06
H 2.250 -0.083 2.179 0.10
N -0.397 1.559 3.066 -0.07
C -0.268 -0.408 -2.512 0.02
C 0.148 -1.789 1.285 -0.22
C 0.564 0.963 4.046 -0.22
H -0.097 -5.170 4.061 0.14
H -0.653 5.686 -1.839 0.13
N 1.985 1.294 0.578 -0.07
H -1.082 -2.957 -1.883 0.10
H -1.629 -2.495 -5.553 0.09
H -0.459 2.576 3.232 0.08
H 2.258 -3.771 0.760 0.15
H 0.891 -3.500 -0.338 0.08
S 0.087 3.378 -3.271 1.25
N -2.428 1.438 0.832 -0.21
H 1.879 -2.660 -4.140 0.10
C -0.190 5.874 1.531 0.01
H 3.551 2.407 3.075 0.13
C -0.219 0.969 -2.462 -0.26
H 1.337 -3.202 3.623 0.13
Mo -0.286 1.497 0.796 1.67
C 2.579 2.009 2.811 -0.18
C -0.156 4.043 -0.566 -0.26
C 0.711 -5.239 0.923 -0.17
C 2.702 0.865 1.826 -0.20
H -0.155 6.584 2.338 0.13
H 1.078 -4.163 -4.678 0.12
H -0.317 -2.647 3.547 0.13
H -0.494 7.340 -0.051 0.14
S -4.819 0.607 1.093 1.18
C 1.829 1.788 4.155 -0.16
H -1.593 -4.100 -4.784 0.10
C -3.255 2.434 0.366 -0.21
C 0.042 4.528 1.757 -0.09
H 2.543 1.242 4.806 0.14
H 0.729 -0.051 3.670 0.09
C -0.124 3.058 -1.628 -0.57
C 0.027 1.044 -4.878 -0.03
H 2.351 2.187 0.281 0.10
N -0.213 1.792 -1.324 -0.08
H 0.124 1.577 -5.802 0.13
C -0.062 -0.312 -4.899 0.01
C -0.045 1.683 -3.663 -0.40
C -0.387 6.287 0.199 0.02
H -2.749 -0.514 1.664 0.06
C 0.987 -3.056 -4.627 -0.03
N -0.186 -0.708 0.940 0.07
C -1.539 -3.027 -4.605 -0.01
C -0.211 -1.055 -3.729 -0.12
H -1.348 1.188 3.319 0.12
H 3.754 0.648 1.605 0.14
H 0.060 0.870 5.029 0.14
C 1.165 -3.814 0.661 -0.06
C -4.579 2.186 0.483 -0.30
C -0.242 -2.617 -3.866 -0.55
H -5.383 2.812 0.173 0.09
C 0.412 -3.308 3.093 -0.05
O 0.826 -5.534 2.282 -0.08
H 1.325 -5.961 0.403 0.15
H 0.249 4.278 2.793 0.10
H 1.648 2.736 4.650 0.12
H -2.822 3.330 -0.064 0.12
C -0.190 -3.212 -2.491 -0.10
H -2.434 -2.752 -4.028 0.09
C -0.052 -4.758 3.073 -0.15
C -0.448 5.366 -0.817 -0.02
H 0.936 -2.671 -5.626 0.08
H -0.017 -0.798 -5.850 0.13
H 2.096 2.862 2.294 0.08

---

No. 6
22
Properties=species:S:1:pos:R:3:lowdin_charge:R:1 method="wB97M-V/def2-TZVPD" multiplicity=1 total_charge=-1 smiles="CC(=[N+]([O-])[O-])C(C)(C)[C@H]1OC1=O" gap_ev=6.71 lumo_energy_ev=3.5
C 0.611 3.079 -1.116 -0.49
H 0.858 0.598 -1.993 0.08
O 0.113 3.751 -1.958 0.13
H -2.325 -1.278 1.424 0.06
O -0.865 2.021 2.314 -0.13
H 1.651 0.394 1.641 0.09
C -1.653 -1.049 0.598 -0.07
H -0.911 -1.851 0.516 0.06
H 1.282 -1.043 0.687 0.07
H 0.598 2.731 1.050 0.13
O 1.794 2.610 -0.776 0.11
N -1.416 0.921 1.993 -0.44
H 2.322 0.220 0.010 0.07
C 1.451 0.031 0.636 -0.04
H -0.878 0.878 -1.788 0.09
H -0.186 -0.723 -1.491 0.07
C -0.016 0.346 -1.391 -0.05
C 0.203 0.748 0.079 -0.39
C -1.024 0.265 0.916 -0.24
H -2.241 -1.030 -0.324 0.07
C 0.615 2.274 0.065 -0.07
O -2.354 0.466 2.709 -0.13